The following is a quantum chemistry calculation of a 2-piece molecular cluster, C4H12N2O overall, from the Open Molecules 2025 dataset.

**F_max**: 7.4 eV/A
**Kohn-Sham gap**: 9.78 eV
**LUMO level**: 0.85 eV

Cartesian coordinates (Å):
H (2.46954, 1.52307, 1.70632)
N (2.11799, 1.34985, 0.85392)
C (1.09532, 0.48500, 0.81462)
N (0.47611, 0.10533, -0.41314)
C (-0.33994, -1.09497, -0.49636)
C (-1.46458, -1.10567, 0.51883)
C (-2.46163, -2.30464, 0.16469)
H (0.73827, 0.03185, 1.71836)
H (0.83319, 0.35222, -1.37383)
H (0.16261, -2.04327, -0.30308)
H (-0.61022, -1.15688, -1.58335)
H (-1.02157, -1.32238, 1.59215)
H (-1.82430, 0.01590, 0.72178)
H (-3.48202, -2.03677, 0.58932)
H (-2.56522, -2.25993, -0.98802)
H (-2.03693, -3.40963, 0.29841)
O (2.86845, 4.52407, -1.02536)
H (2.18643, 4.81878, -1.66493)
H (2.85851, 3.52806, -1.13032)

Mulliken atomic charge list, values in e, 5 entries: number 1, H, carries 0.2096; number 2, N, carries -0.5530; number 3, C, carries 0.0026; number 4, N, carries -0.2499; number 5, C, carries -0.4830